{"formula": "C15H17AlF5O5PSe", "method": "the ωB97M-V functional and the def2-TZVPD basis", "e_homo_ev": -8.48, "de_lowest_kcal_mol": 0.2, "lumo_energy_ev": 0.05, "total_energy_ha": -4442.70701, "gap_ev": 8.53, "species": ["Al", "O", "C", "O", "C", "O", "O", "C", "P", "C", "C", "H", "H", "H", "H", "H", "H", "H", "H", "H", "F", "C", "C", "F", "C", "F", "C", "Se", "C", "F", "C", "F", "C", "C", "C", "O", "C", "H", "H", "H", "H", "H", "H", "H", "H"], "coordinates": [[0.718, 0.231, 0.234], [4.137, 1.278, 1.447], [3.023, 0.849, 1.338], [2.538, 0.203, 0.294], [1.922, 1.068, 2.434], [2.161, 1.443, 3.545], [0.720, 0.747, 1.970], [0.898, 3.904, 0.195], [0.775, 2.455, -0.888], [-0.570, 2.849, -2.043], [2.283, 2.526, -1.893], [1.068, 4.804, -0.397], [1.728, 3.770, 0.891], [-0.016, 4.020, 0.777], [-0.378, 3.799, -2.546], [-1.522, 2.913, -1.514], [-0.648, 2.057, -2.789], [2.352, 3.480, -2.419], [2.280, 1.707, -2.613], [3.150, 2.390, -1.247], [0.671, -6.471, 0.357], [0.642, -5.243, -0.158], [0.636, -5.061, -1.530], [0.658, -6.126, -2.330], [0.602, -3.786, -2.066], [0.591, -3.673, -3.397], [0.575, -2.654, -1.267], [0.524, -0.890, -1.975], [0.580, -2.889, 0.092], [0.550, -1.818, 0.953], [0.612, -4.139, 0.673], [0.607, -4.288, 1.995], [-2.930, 0.342, 2.089], [-3.303, -0.793, 1.115], [-2.299, -0.672, -0.037], [-1.289, 0.258, 0.442], [-1.992, 1.215, 1.284], [-2.398, -0.048, 2.955], [-3.797, 0.899, 2.440], [-4.320, -0.689, 0.741], [-3.226, -1.765, 1.600], [-2.737, -0.246, -0.940], [-1.797, -1.596, -0.300], [-2.531, 1.896, 0.618], [-1.250, 1.743, 1.868]], "nbo_charge": [1.6492, -0.5628, 0.6738, -0.8990, 0.6809, -0.5528, -0.9271, -0.9404, 0.8916, -0.9422, -0.9429, 0.2373, 0.2649, 0.2442, 0.2380, 0.2390, 0.2546, 0.2308, 0.2592, 0.2756, -0.2795, 0.2600, 0.2819, -0.2801, 0.3227, -0.2890, -0.2749, -0.2109, 0.2577, -0.3084, 0.3273, -0.2845, -0.4284, -0.4385, -0.0582, -0.6232, -0.0685, 0.2293, 0.2248, 0.2190, 0.2241, 0.1926, 0.2137, 0.1712, 0.2479]}